Record 1
Density functional theory data (ωB97M-V/def2-TZVPD) for C37H38AsCrF5NP2S2 as an isolated structure.

CARTESIAN COORDINATES (ANGSTROEM)
Cr (1.053, 0.734, -1.229)
C (-1.862, -2.391, 5.565)
S (-0.447, -2.902, 4.568)
C (-1.278, -3.637, 3.127)
C (-0.902, -2.944, 1.817)
C (-1.391, -1.502, 1.808)
N (-0.761, -0.625, 0.786)
P (0.709, 0.145, 1.065)
C (1.985, -1.048, 1.448)
C (2.571, -1.695, 0.357)
C (3.517, -2.687, 0.544)
C (3.881, -3.037, 1.842)
C (3.302, -2.403, 2.932)
C (2.355, -1.406, 2.742)
C (0.538, 1.295, 2.419)
C (-0.725, 1.695, 2.851)
C (-0.845, 2.616, 3.879)
C (0.291, 3.147, 4.472)
C (1.553, 2.753, 4.043)
C (1.680, 1.828, 3.021)
P (-1.015, -0.616, -0.894)
C (-2.475, 0.350, -1.300)
C (-2.935, 0.306, -2.618)
C (-3.985, 1.120, -3.011)
C (-4.584, 1.974, -2.091)
C (-4.136, 2.010, -0.778)
C (-3.078, 1.203, -0.384)
C (-1.336, -2.262, -1.499)
C (-0.295, -3.013, -2.041)
C (-0.525, -4.312, -2.469)
C (-1.796, -4.855, -2.354)
C (-2.842, -4.105, -1.827)
C (-2.620, -2.805, -1.407)
H (-1.462, -1.944, 6.474)
H (-2.470, -3.249, 5.846)
H (-2.476, -1.651, 5.054)
H (-2.356, -3.607, 3.295)
H (-0.996, -4.687, 3.072)
H (-1.320, -3.503, 0.979)
H (0.184, -2.972, 1.709)
H (-1.155, -1.056, 2.778)
H (-2.477, -1.448, 1.689)
H (2.273, -1.466, -0.672)
H (3.963, -3.191, -0.302)
H (4.616, -3.814, 2.001)
H (3.581, -2.692, 3.936)
H (1.888, -0.933, 3.597)
H (-1.613, 1.283, 2.393)
H (-1.826, 2.920, 4.218)
H (0.195, 3.864, 5.275)
H (2.438, 3.163, 4.512)
H (2.667, 1.511, 2.712)
H (-2.491, -0.372, -3.340)
H (-4.348, 1.079, -4.029)
H (-5.408, 2.604, -2.397)
H (-4.608, 2.669, -0.062)
H (-2.715, 1.253, 0.633)
H (0.700, -2.590, -2.130)
H (0.280, -4.894, -2.896)
H (-1.979, -5.867, -2.689)
H (-3.832, -4.534, -1.754)
H (-3.443, -2.215, -1.020)
F (-2.148, 3.086, -6.380)
C (-1.633, 3.016, -5.169)
C (-0.670, 2.056, -4.885)
F (-0.265, 1.201, -5.810)
C (-0.172, 2.017, -3.603)
F (0.757, 1.013, -3.308)
C (-0.555, 2.858, -2.580)
S (0.108, 2.756, -0.940)
C (-1.520, 3.805, -2.899)
F (-1.949, 4.644, -1.966)
C (-2.057, 3.888, -4.175)
F (-2.980, 4.789, -4.446)
C (4.831, 0.640, -1.834)
As (3.366, 1.792, -1.320)
C (4.003, 2.620, 0.299)
C (3.423, 3.207, -2.630)
H (5.740, 1.239, -1.878)
H (4.641, 0.206, -2.814)
H (4.951, -0.154, -1.099)
H (4.881, 3.214, 0.049)
H (4.282, 1.845, 1.011)
H (3.234, 3.263, 0.722)
H (4.421, 3.642, -2.616)
H (2.681, 3.962, -2.377)
H (3.218, 2.804, -3.620)

Output
HOMO energy (alpha / beta) ... -0.47379 / -0.47375 Eh
Charge ... +2
2S+1 ... 4
Expectation value of S² ... 3.8949
Relative energy (zero: lowest compared OMol25 entry of this formula, charge and spin) ... 0.0 kJ/mol
Max |F| ... 0.55 eV/A

natural (NBO) population analysis, charges in e, atoms 1 to 2: number 1, Cr, carries 0.87; number 2, C, carries -0.74


Record 2
Density functional theory data (ωB97M-V/def2-TZVPD) for C37H38AsN3OP2ReS5 as an isolated structure.

CARTESIAN COORDINATES (ANGSTROEM)
Re (0.555, 0.621, 0.267)
C (-5.636, -1.608, 0.245)
C (-4.328, -1.888, 0.959)
N (-3.863, -0.763, 1.839)
C (-4.653, -0.578, 3.127)
C (-5.550, 0.648, 3.081)
C (-2.837, 0.046, 1.704)
S (-1.906, -0.224, -0.087)
N (-2.368, 0.860, 2.550)
C (-1.158, 1.386, 2.800)
O (-0.158, 1.038, 2.095)
C (-0.982, 2.343, 3.861)
C (0.287, 2.903, 4.053)
C (0.475, 3.836, 5.052)
C (-0.600, 4.209, 5.859)
C (-1.862, 3.650, 5.674)
C (-2.056, 2.713, 4.679)
H (-5.888, -2.471, -0.376)
H (-5.566, -0.733, -0.403)
H (-6.460, -1.460, 0.950)
H (-3.547, -2.146, 0.263)
H (-4.438, -2.734, 1.630)
H (-3.942, -0.519, 3.943)
H (-5.226, -1.490, 3.249)
H (-4.968, 1.569, 2.980)
H (-6.115, 0.710, 4.015)
H (-6.268, 0.590, 2.259)
H (1.118, 2.593, 3.427)
H (1.455, 4.270, 5.216)
H (-0.450, 4.939, 6.649)
H (-2.686, 3.940, 6.316)
H (-3.030, 2.257, 4.538)
C (-1.489, -1.076, -3.456)
N (-0.912, 0.082, -2.695)
P (-1.898, 1.004, -1.779)
C (-1.026, 2.505, -1.416)
C (-0.441, 3.221, -2.465)
C (0.213, 4.410, -2.182)
C (0.303, 4.880, -0.872)
C (-0.310, 4.187, 0.164)
C (-0.995, 3.001, -0.107)
C (-3.448, 1.257, -2.534)
C (-4.579, 1.360, -1.722)
C (-5.782, 1.755, -2.290)
C (-5.843, 2.050, -3.650)
C (-4.708, 1.961, -4.452)
C (-3.500, 1.573, -3.899)
P (0.720, 0.072, -2.063)
C (1.651, 0.937, -3.332)
C (2.372, 2.103, -3.088)
C (3.038, 2.739, -4.129)
C (2.982, 2.216, -5.413)
C (2.261, 1.051, -5.664)
C (1.593, 0.415, -4.631)
C (1.373, -1.587, -1.981)
C (2.598, -1.818, -2.444)
C (3.409, -2.967, -1.927)
C (2.616, -4.066, -1.293)
C (1.405, -3.837, -0.822)
C (0.811, -2.461, -0.891)
H (-2.045, -0.726, -4.321)
H (-2.145, -1.680, -2.825)
H (-0.676, -1.708, -3.801)
H (-0.485, 2.855, -3.486)
H (0.667, 4.975, -2.992)
H (0.827, 5.809, -0.666)
H (-0.295, 4.584, 1.176)
H (-1.609, 2.553, 0.651)
H (-4.523, 1.146, -0.659)
H (-6.673, 1.837, -1.675)
H (-6.787, 2.356, -4.092)
H (-4.767, 2.199, -5.509)
H (-2.616, 1.505, -4.525)
H (2.424, 2.519, -2.095)
H (3.604, 3.645, -3.935)
H (3.503, 2.715, -6.225)
H (2.230, 0.635, -6.665)
H (1.043, -0.498, -4.842)
H (3.081, -1.139, -3.143)
H (4.094, -3.339, -2.688)
H (3.074, -5.049, -1.219)
H (0.831, -4.622, -0.338)
H (-0.281, -2.503, -0.933)
S (4.407, -1.045, 2.513)
As (3.471, -1.118, 0.754)
S (1.104, -1.595, 0.744)
S (2.709, 0.989, 0.091)
S (4.626, -2.295, -0.707)

Output
HOMO energy ... -0.57222 Eh
Charge ... +3
Max |F| ... 0.93 eV/A

Löwdin population analysis, charges in e, atoms 1 to 2: number 1, Re, carries 0.48; number 2, C, carries -0.04


Record 3
Density functional theory data (ωB97M-V/def2-TZVPD) for C37H38BCl2NO3SiTi as an isolated structure at a distorted geometry.

CARTESIAN COORDINATES (ANGSTROEM)
Ti (1.289, -0.489, -0.944)
C (5.999, -0.918, -0.399)
C (4.801, -0.016, -0.291)
C (4.282, 0.334, 0.950)
C (3.179, 1.179, 1.050)
C (2.712, 1.679, 2.391)
C (2.557, 1.625, -0.109)
C (2.989, 1.191, -1.378)
C (2.405, 1.788, -2.641)
C (4.177, 0.448, -1.439)
H (5.801, -1.698, -1.134)
H (6.210, -1.397, 0.557)
H (6.888, -0.366, -0.713)
H (4.749, -0.047, 1.852)
H (1.643, 1.893, 2.380)
H (3.241, 2.600, 2.650)
H (2.914, 0.943, 3.170)
H (1.756, 2.348, -0.035)
H (1.656, 1.130, -3.105)
H (3.192, 1.953, -3.376)
H (1.927, 2.743, -2.427)
H (4.600, 0.200, -2.406)
C (-2.927, 1.665, -2.262)
C (-2.171, 2.639, -1.352)
C (-1.064, 3.300, -2.186)
C (-3.147, 3.714, -0.868)
Si (-1.389, 1.617, 0.089)
O (-0.119, 0.793, -0.386)
C (-2.771, 0.500, 0.760)
C (-3.884, 0.975, 1.460)
C (-4.864, 0.110, 1.924)
C (-4.760, -1.256, 1.693)
C (-3.671, -1.748, 0.990)
C (-2.690, -0.876, 0.539)
C (-0.912, 2.802, 1.510)
C (-0.134, 3.937, 1.268)
C (0.270, 4.783, 2.290)
C (-0.121, 4.525, 3.596)
C (-0.899, 3.408, 3.865)
C (-1.275, 2.554, 2.836)
H (-3.426, 2.205, -3.077)
H (-3.688, 1.112, -1.706)
H (-2.243, 0.939, -2.696)
H (-1.477, 3.722, -3.109)
H (-0.300, 2.567, -2.453)
H (-0.582, 4.113, -1.638)
H (-3.547, 4.273, -1.723)
H (-2.665, 4.428, -0.193)
H (-3.994, 3.268, -0.342)
H (-3.985, 2.039, 1.647)
H (-5.712, 0.498, 2.479)
H (-5.526, -1.928, 2.062)
H (-3.571, -2.812, 0.806)
H (-1.837, -1.271, 0.003)
H (0.163, 4.169, 0.251)
H (0.883, 5.649, 2.067)
H (0.189, 5.183, 4.399)
H (-1.225, 3.206, 4.879)
H (-1.862, 1.675, 3.075)
O (-0.133, -3.135, -1.438)
B (-0.103, -1.784, -1.919)
O (-1.357, -1.587, -2.564)
C (-2.103, -2.712, -2.410)
C (-3.415, -2.943, -2.764)
C (-3.943, -4.197, -2.458)
C (-3.172, -5.169, -1.832)
C (-1.851, -4.918, -1.458)
C (-1.341, -3.669, -1.741)
H (-4.011, -2.165, -3.223)
H (-4.978, -4.410, -2.696)
H (-3.605, -6.139, -1.624)
H (-1.257, -5.666, -0.948)
Cl (4.203, -4.169, -1.692)
C (3.424, -3.960, -0.149)
C (3.560, -4.933, 0.816)
C (2.927, -4.804, 2.050)
C (2.140, -3.682, 2.290)
C (2.019, -2.727, 1.311)
Cl (1.033, -1.298, 1.543)
C (2.636, -2.779, 0.020)
N (2.469, -1.817, -0.860)
H (4.163, -5.808, 0.609)
H (3.030, -5.576, 2.800)
H (1.628, -3.551, 3.235)

Output
HOMO energy (alpha / beta) ... -0.12615 / -0.14565 Eh
Charge ... -1
2S+1 ... 2
Expectation value of S² ... 0.7614
Relative energy (zero: lowest compared OMol25 entry of this formula, charge and spin) ... 135.9 kJ/mol
Max |F| ... 1.66 eV/A

Löwdin population analysis, charges in e, atoms 1 to 2: number 1, Ti, carries 0.71; number 2, C, carries -0.04


Question: Which value of max |F| does entry 3 give?
Answer: 1.66 eV/A


Question: What is the max |F| in the third record?
Answer: 1.66 eV/A


Question: The lowest max |F| belongs to which entry?
Answer: C37H38AsCrF5NP2S2


Question: The highest charge belongs to which entry?
Answer: C37H38AsN3OP2ReS5